83
Properties=species:S:1:pos:R:3:lowdin_charge:R:1 method="wB97M-V/def2-TZVPD" lumo_ev=-4.13 charge=0 orbital_gap_ha=0.0392 energy_ha=-9221.83263 homo_energy_ev=-5.200 multiplicity=1
C 3.599 0.608 -0.057 -0.13
C 3.553 2.116 -0.291 -0.24
O 2.915 2.737 0.832 -0.14
C 1.622 3.289 0.626 -0.16
C 0.558 2.452 -0.104 -0.18
O -0.697 2.863 0.458 -0.16
C -1.854 2.368 -0.202 -0.14
C -2.482 1.065 0.298 -0.30
O -2.175 -0.173 -0.444 -0.21
S -3.139 -1.242 0.245 0.52
O -2.408 -2.472 0.315 -0.29
O -4.389 -1.329 -0.411 -0.21
O -3.323 -0.539 1.662 -0.28
C -2.367 0.551 1.729 -0.85
I -0.590 -0.531 2.360 1.08
P -2.779 1.778 3.066 0.72
O -4.226 1.750 3.340 -0.40
H 3.241 -0.024 -0.860 0.01
H 2.973 0.397 0.798 0.08
H 4.601 0.325 0.239 0.00
H 4.581 2.466 -0.264 0.11
H 3.147 2.414 -1.255 0.12
H 1.677 4.259 0.139 0.10
H 1.231 3.466 1.621 0.13
H 0.553 2.759 -1.153 0.12
H 0.722 1.378 -0.080 0.10
H -1.641 2.350 -1.267 0.14
H -2.611 3.121 -0.002 0.11
H -3.538 1.242 0.092 0.16
H -1.979 1.365 4.140 -0.01
H -2.299 3.015 2.625 0.04
C -3.665 -5.015 -5.086 0.02
C -3.968 -3.579 -4.838 -0.39
O -3.966 -2.710 -5.644 0.19
N -4.257 -3.152 -3.412 0.10
C -4.654 -4.167 -2.401 -0.01
H -3.623 -5.170 -6.158 0.10
H -2.700 -5.270 -4.643 0.10
H -4.435 -5.658 -4.660 0.10
H -3.419 -2.644 -3.110 0.18
H -4.974 -2.393 -3.487 0.16
H -4.828 -3.627 -1.477 0.08
H -3.858 -4.893 -2.250 0.10
H -5.572 -4.637 -2.738 0.10
C -2.625 7.316 0.334 -0.09
C -1.841 5.987 0.221 -0.65
C -0.389 6.344 -0.167 -0.08
O -2.390 5.210 -0.740 -0.20
H -2.624 7.845 -0.619 0.07
H -3.658 7.124 0.626 0.06
H -2.175 7.971 1.092 0.06
H -1.801 5.560 1.255 0.11
H -0.365 6.861 -1.127 0.07
H 0.211 5.441 -0.242 0.02
H 0.072 6.997 0.586 0.07
F 4.594 -0.349 4.811 -0.22
Al 2.959 -0.512 5.247 -0.23
F 2.923 -1.434 6.652 -0.18
F 2.205 -1.421 4.035 -0.24
F 2.208 0.952 5.449 -0.16
Br 6.108 -1.755 1.187 0.64
C 4.527 -2.677 0.485 -0.69
C 4.802 -3.269 -0.871 -0.68
Br 4.871 -1.734 -2.013 0.79
H 3.744 -1.923 0.448 0.05
H 4.255 -3.417 1.242 0.02
H 3.970 -3.903 -1.175 0.08
H 5.732 -3.827 -0.981 0.05
Li 5.622 -4.710 1.641 0.68
F -6.603 -1.575 -2.929 -0.24
P -7.977 -2.493 -2.485 0.42
F -6.944 -3.131 -1.352 -0.22
F -8.232 -1.337 -1.354 -0.18
F -8.256 -2.281 -4.095 -0.20
F -9.615 -2.593 -2.354 -0.19
F -8.068 -4.138 -2.824 -0.23
Li 7.727 -0.979 3.334 0.77
C 11.213 -2.488 3.370 -0.16
O 11.615 -2.200 2.043 -0.11
H 10.347 -1.855 3.568 0.04
H 10.923 -3.537 3.481 0.08
H 11.992 -2.245 4.094 0.09
H 12.384 -2.738 1.835 0.08